(1)
Computed, not measured: 8 unconnected molecules or ions with the total composition H18NO7 in a non-equilibrium geometry, with the ωB97M-V functional and the def2-TZVPD basis.

Last column: Mulliken charge in e.
Element x y z (Å)
N (0.34319, -0.22246, -0.16477)  -0.124
H (0.93419, 0.46454, -0.51777)  0.277
H (0.90119, -0.70746, 0.53023)  0.314
H (0.17119, -0.80246, -0.85977)  0.335
H (-0.45581, 0.12854, 0.05523)  0.178
O (2.00219, 1.93054, -1.06177)  -0.723
H (2.61819, 2.53754, -0.38277)  0.368
H (2.54419, 1.26854, -1.36377)  0.324
O (-0.59581, -3.11346, 0.04423)  -0.556
H (0.01119, -3.76946, -0.01177)  0.272
H (-1.29681, -3.32546, -0.48977)  0.291
O (-2.25681, 1.52754, -1.38977)  -0.589
H (-2.58981, 2.01554, -0.63077)  0.296
H (-2.31181, 2.25254, -2.05777)  0.305
O (-0.31281, 2.04054, 1.96623)  -0.551
H (-1.13081, 2.61854, 1.77123)  0.290
H (0.17519, 2.77254, 2.32323)  0.277
O (1.06519, -2.02946, -3.19377)  -0.635
H (1.98819, -2.19046, -3.69277)  0.345
H (0.74519, -2.89446, -3.25177)  0.306
O (-2.67981, -0.20246, 1.06023)  -0.634
H (-2.46081, 0.18354, 1.92123)  0.322
H (-3.57281, 0.01754, 0.65823)  0.321
O (2.07019, -0.55946, 3.05123)  -0.636
H (2.55419, -0.20046, 2.30923)  0.294
H (1.54019, 0.25954, 3.37823)  0.334

The lowest unoccupied orbital energy comes out at -0.1157 Ha. As for the HOMO energy: -14.73 eV. The value obtained for the energy above the lowest of the compared OMol25 structures with the same formula, charge and spin is 98.6 kcal per mole. The calculation puts the HOMO-LUMO gap at 11.58 eV. The total charge is +1. For the total energy, the calculation gives -16107.0987 eV.

=====

(2)
Computed, not measured: C3H5N3O in the gas phase, with the ωB97M-V functional and the def2-TZVPD basis.

Last column: Mulliken charge in e.
Element x y z (Å)
N (1.96908, -0.75409, 0.36221)  -0.348
C (0.69482, -0.47287, 0.03308)  0.117
C (-0.64377, 1.97746, -0.49844)  -0.501
N (-1.30475, 1.03270, 0.12413)  0.012
C (-0.70676, -0.20607, 0.56886)  0.664
O (-1.29325, -0.90143, 1.37651)  -0.644
N (-0.05149, -1.00489, -0.88110)  -0.460
H (2.47380, -1.41325, -0.22148)  0.238
H (2.53453, -0.19548, 0.98406)  0.221
H (-1.36833, 2.80745, -0.62728)  0.203
H (-2.27281, 1.07210, 0.44904)  0.270
H (0.08492, -1.96117, -1.18183)  0.229

The lowest unoccupied orbital energy comes out at 0.0260 Ha. As for the HOMO energy: -8.60 eV. The value obtained for the energy above the lowest of the compared OMol25 structures with the same formula, charge and spin is 111.7 kcal per mole. The calculation puts the HOMO-LUMO gap at 9.31 eV. The total charge is 0. For the total energy, the calculation gives -9705.7404 eV.